Entry from the Open Molecules 2025 dataset: a 4-piece molecular cluster, CH11NO3 overall at a distorted geometry (ωB97M-V/def2-TZVPD).

Structure (XYZ):
```
16
Properties=species:S:1:pos:R:3:forces:R:3:mulliken_charge:R:1
C -0.710752 1.956319 1.030679 -0.40 0.53 -0.58 -0.7291
N -0.608850 0.510856 1.073970 -1.83 1.21 -0.39 -0.3829
H 0.019675 2.563798 1.580893 0.66 -0.45 -0.34 0.2564
H -1.629009 2.276431 1.547868 -0.18 -0.15 -0.78 0.2711
H -0.685642 2.227797 -0.066634 -0.31 0.17 1.39 0.2230
H -0.002070 0.132459 0.420858 1.47 -0.69 -1.22 0.2184
H -0.439228 0.148192 1.952794 0.52 -0.74 2.04 0.2033
H 0.283983 -0.424168 -1.885727 0.63 -1.15 0.76 0.3527
H 0.490988 -1.921068 -1.375925 -0.17 0.20 -0.20 0.2913
O 0.808277 -1.016737 -1.284554 -0.73 0.82 -0.65 -0.7316
H 3.903423 -0.380215 -1.575850 -0.53 0.49 0.46 0.3123
H 2.452261 -0.373235 -1.022684 0.73 0.42 -0.12 0.3862
O 3.278542 0.161873 -1.053735 0.07 -0.79 -0.35 -0.6509
H -2.315444 -1.270489 0.592093 0.99 1.32 0.74 0.3469
H -2.096835 -2.634493 -0.061425 0.07 0.05 0.13 0.2861
O -2.749321 -1.957321 0.127378 -0.97 -1.23 -0.89 -0.6532
```
Forces are in eV/Å.

Values from the calculation:
Frontier orbital gap in eV: 9.5004
LUMO energy in eV: 0.21
Total charge: 0
Total energy in eV: -8847.615
SMILES: CN.O.O.O



Entry from the Open Molecules 2025 dataset: a single C6H11N molecule at a distorted geometry (ωB97M-V/def2-TZVPD).

Structure (XYZ):
```
18
Properties=species:S:1:pos:R:3:forces:R:3:mulliken_charge:R:1
C 1.360888 -1.183091 -0.589058 -0.23 0.14 0.30 -1.3528
N -1.712284 -1.098174 0.571243 -0.86 0.01 -0.13 -0.6720
C -1.037388 -0.421222 -0.562028 -0.15 -1.74 2.33 0.1428
C 0.360531 -0.186487 -0.103647 -0.23 0.31 -1.39 0.6428
C 0.747643 0.957519 0.650895 0.16 0.36 -0.51 -0.0323
C 1.929882 1.179867 1.245214 0.29 0.83 -0.77 -0.9663
C -1.521812 0.823201 -1.092208 1.41 0.49 -1.01 -0.9026
H 2.303781 -1.025353 -0.084812 0.37 -0.07 -0.26 0.4006
H 1.455093 -1.116966 -1.671349 0.28 0.10 -0.07 0.2945
H 1.012907 -2.192716 -0.371906 -0.09 -0.08 0.07 0.3459
H -1.736966 -0.529037 1.409683 0.10 0.21 -0.12 0.2381
H -2.684919 -1.287282 0.322607 0.09 -0.05 0.08 0.2756
H 0.089960 1.804297 0.525665 -0.45 -0.05 0.93 0.1330
H 2.094464 2.157309 1.677670 -0.03 -0.06 0.29 0.2822
H 2.837314 0.649230 1.004579 -0.06 -0.61 0.46 0.2162
H -1.602627 1.722078 -0.501884 -0.29 -0.10 0.21 0.3644
H -0.962922 -1.236049 -1.281294 -0.16 0.36 -0.54 0.3580
H -1.489199 0.980552 -2.167234 -0.16 -0.07 0.13 0.2321
```
Forces are in eV/Å.

Values from the calculation:
Frontier orbital gap in eV: 6.1029
LUMO energy in eV: -0.79
Total charge: 0
Total energy in eV: -7885.969



Entry from the Open Molecules 2025 dataset: an isolated ion of composition C9H14NO2 and charge -1 at a distorted geometry (ωB97M-V/def2-TZVPD).

Structure (XYZ):
```
26
Properties=species:S:1:pos:R:3:forces:R:3:mulliken_charge:R:1
C 2.345373 -0.948137 -0.957024 -0.20 -0.84 1.51 -0.6594
C 1.419831 -1.935450 -0.750453 1.06 1.49 0.17 -0.4124
C 2.490185 0.311467 -0.226031 -0.48 1.48 0.43 -0.2073
C 0.272188 -1.887406 0.101089 0.95 -2.71 -0.29 -0.8822
C 2.329107 0.702490 1.066719 0.42 -3.03 -2.00 -0.0216
C -0.614701 -0.936656 0.355223 -1.63 1.04 1.68 0.9740
C -1.606414 -1.195412 1.573729 3.60 -0.11 -2.17 -1.6010
C -2.550497 1.363633 -1.186714 1.08 1.01 1.50 -1.4260
C -1.395851 1.335303 -0.184966 -1.04 1.23 1.89 -0.6217
N -0.672153 0.142458 -0.393422 0.45 0.84 -0.42 0.7055
O -0.070052 0.213437 -1.600127 -0.02 -0.14 0.16 -0.7866
O 2.301471 2.008860 1.426579 -1.18 1.78 -1.80 -0.5789
H 3.239962 -1.088740 -1.536057 -0.04 -0.57 -0.84 0.3584
H 1.553861 -2.861473 -1.264955 0.36 -0.66 -0.34 0.2764
H 2.742810 1.136848 -0.919313 -0.19 -0.05 0.30 0.1526
H -0.039391 -2.825013 0.535503 0.28 -0.60 0.01 0.1479
H 2.284646 -0.090835 1.823782 -0.35 0.81 0.20 0.3614
H -1.056255 -0.884640 2.428690 0.38 0.20 1.06 0.2706
H -1.667929 -2.280093 1.584508 -0.92 0.13 0.17 0.4063
H -2.409891 -0.557782 1.471808 -2.39 0.60 -0.13 0.4362
H -2.176009 1.390373 -2.149574 1.31 0.60 -1.94 0.3980
H -3.089794 0.486068 -1.266083 -1.59 -1.88 0.84 0.3767
H -3.108685 2.232237 -0.999177 -1.36 1.08 0.10 0.4314
H -0.712643 2.147882 -0.475672 -0.10 -0.05 0.21 0.2656
H -1.702683 1.607999 0.967778 0.47 -1.10 -2.59 0.2697
H 1.893507 2.412589 0.574154 1.12 -0.54 2.30 0.3664
```
Forces are in eV/Å.

Values from the calculation:
Frontier orbital gap in eV: 5.4468
LUMO energy in eV: 3.72
Total charge: -1
Total energy in eV: -15140.526
SMILES: CCN([O-])\C(C)=C/C=C\C=C\O



Entry from the Open Molecules 2025 dataset: a single C6H12O molecule (ωB97M-V/def2-TZVPD).

Structure (XYZ):
```
19
Properties=species:S:1:pos:R:3:forces:R:3:mulliken_charge:R:1
C -1.827879 -1.069957 -0.308131 0.05 0.01 -0.02 -1.1002
C -1.188765 0.305277 -0.147258 0.04 0.40 -0.27 -0.8644
C 0.327641 0.343221 -0.162757 0.48 -0.46 0.54 1.4223
C 0.927685 -0.306436 -1.401530 0.05 0.04 -0.07 -1.6982
C 0.939463 1.554984 0.515819 0.05 0.29 -0.10 -1.1310
C 1.150411 0.217187 1.116086 -0.08 -0.16 -0.64 -0.1035
O 0.580092 -0.105683 2.347868 -0.02 -0.10 0.18 -0.5311
H -1.625499 -1.689292 0.571007 -0.07 0.01 -0.10 0.2753
H -1.449699 -1.597072 -1.191236 -0.05 0.08 0.15 0.2960
H -2.912423 -0.969533 -0.425704 0.16 -0.08 0.08 0.3595
H -1.586758 0.798677 0.744188 0.13 -0.10 -0.01 0.3408
H -1.450915 0.954786 -1.001962 -0.29 -0.24 0.23 0.3283
H 1.212168 -1.347540 -1.207141 -0.10 0.12 0.01 0.3318
H 0.184036 -0.325637 -2.200394 0.10 0.07 -0.11 0.4147
H 1.817442 0.194654 -1.788476 -0.04 0.11 0.13 0.3982
H 0.242159 2.218647 1.019839 0.05 -0.08 -0.09 0.2879
H 1.806205 2.047910 0.087283 -0.10 0.00 -0.01 0.2688
H 2.162956 -0.165298 0.970178 -0.20 -0.13 0.06 0.3626
H 0.691680 -1.058894 2.462321 -0.17 0.23 0.04 0.3421
```
Forces are in eV/Å.

Values from the calculation:
Frontier orbital gap in eV: 9.9422
LUMO energy in eV: 0.87
Total charge: 0
Total energy in eV: -8463.072
SMILES: CC[C@@]1(C)C[C@H]1O



Entry from the Open Molecules 2025 dataset: a single C16H16I2N4O2 molecule at a distorted geometry (ωB97M-V/def2-TZVPD).

Structure (XYZ):
```
40
Properties=species:S:1:pos:R:3:forces:R:3:mulliken_charge:R:1
O -1.052478 3.739133 2.675974 0.50 1.35 1.89 -0.8848
O -0.769219 -1.543842 1.643866 0.76 -5.20 -0.84 -0.8445
I 0.801523 2.427836 5.270046 -0.76 -0.07 -0.74 0.0176
I -0.184031 -1.304540 4.865835 0.11 0.08 -0.27 0.1566
C -1.400758 1.936292 1.462594 1.71 -2.32 1.71 -0.9658
C -1.360450 0.594700 1.121897 0.48 -0.27 1.12 0.9028
C 0.664951 -0.583616 -3.264391 -2.10 -0.17 1.88 -0.5696
C 3.760041 1.510074 -0.559023 -1.27 -1.38 1.80 -0.5664
C 0.359624 0.718778 -2.820082 0.41 0.61 -0.96 -0.6975
C -0.002193 -1.604647 -2.520164 -0.08 -1.39 0.44 -0.4752
C 3.481043 2.401894 0.512039 -1.40 -4.14 0.97 -0.8071
C 3.256830 0.148678 -0.455431 -0.18 2.03 1.56 -0.5705
C -0.582793 0.935939 -1.821662 2.67 1.79 -2.27 0.2535
C -0.975332 -1.349786 -1.562547 1.99 1.14 -1.94 0.0008
C 2.784291 1.920411 1.672420 0.49 1.10 -1.86 0.1207
C 2.502406 -0.173528 0.664438 0.77 -1.17 -2.43 0.1990
N -0.929931 2.435553 2.657068 -0.61 -0.56 -3.51 0.7896
N -0.730469 -0.374970 2.015745 -1.50 6.87 -0.15 0.9155
N -1.237332 -0.034640 -1.331649 -2.89 -3.58 3.18 0.2670
N 2.216225 0.671978 1.656356 -0.30 1.58 0.44 0.4783
C -2.132051 0.187005 -0.165777 -0.22 -1.27 2.35 -1.9918
C -0.600878 1.550649 3.737945 0.97 -1.37 -1.43 -0.7557
C 1.523601 0.093383 2.802373 2.09 -0.60 2.24 -1.5652
C 0.034694 0.139679 3.224162 -1.38 1.33 -2.78 -0.7018
H -1.668820 2.547262 0.646214 -0.50 1.46 0.09 0.4113
H 1.170088 -0.933729 -4.140583 0.75 0.58 -0.20 0.4816
H 4.493450 1.723847 -1.289801 0.28 0.55 -0.86 0.4813
H 0.761123 1.661179 -3.229582 0.15 -0.88 -0.03 0.4157
H 0.254730 -2.685583 -2.615503 -0.18 1.04 -0.40 0.3586
H 3.851107 3.358458 0.535328 0.88 2.06 0.05 0.5162
H 3.438265 -0.650464 -1.148818 0.26 0.08 -0.32 0.4779
H -0.751661 1.913446 -1.441304 -0.28 0.62 0.27 0.4252
H -1.524106 -2.070884 -1.007808 -0.12 -0.39 0.33 0.3775
H 2.702355 2.535314 2.574631 -0.35 -0.41 -0.37 0.2595
H 2.184868 -1.217685 0.744542 -0.35 0.57 0.27 0.2356
H -2.630735 -0.800738 0.066685 0.61 1.00 -0.41 0.4301
H -2.959711 0.871426 -0.404334 0.72 0.18 0.07 0.4875
H -1.501170 1.174257 4.163788 -0.68 0.46 1.54 0.7323
H 1.674909 -0.918614 2.571364 -0.28 -1.70 0.08 0.6221
H 2.245074 0.217173 3.660230 -1.16 0.38 -0.51 0.5821
```
Forces are in eV/Å.

Values from the calculation:
Frontier orbital gap in eV: 3.0119
LUMO energy in eV: -1.22
Total charge: 0
Total energy in eV: -43096.539



Entry from the Open Molecules 2025 dataset: an isolated ion of composition CH5N2O2 and charge +1 at a distorted geometry (ωB97M-V/def2-TZVPD).

Structure (XYZ):
```
10
Properties=species:S:1:pos:R:3:forces:R:3:mulliken_charge:R:1
C 0.416120 0.638371 0.802185 -1.91 2.73 1.61 0.5276
N 1.566895 0.407539 0.178890 0.66 -0.67 -1.33 -0.3806
N -1.256980 -0.776375 -0.741105 -0.67 -0.97 6.95 -0.3075
O -0.922164 0.460218 -0.138295 1.64 1.91 -0.33 -0.2896
O 0.087039 1.187754 1.808164 0.64 -1.98 -1.69 -0.3177
H 2.435548 0.247376 0.677498 -0.49 0.15 0.63 0.2796
H 1.762065 0.929561 -0.674312 -0.56 -0.39 -0.06 0.2852
H -1.207588 -1.246910 0.327243 -0.24 -0.36 -4.09 0.4634
H -2.306683 -0.692315 -0.841426 1.46 -0.37 -1.22 0.3969
H -0.574253 -1.155217 -1.398841 -0.53 -0.04 -0.49 0.3429
```
Forces are in eV/Å.

Values from the calculation:
Frontier orbital gap in eV: 11.3873
LUMO energy in eV: -4.49
Total charge: +1
Total energy in eV: -8182.790
SMILES: NC(=O)O[NH3+]



These records have energy relative to the best compared isomer or geometry (same formula, charge and spin) values of 0.984; 4.562; 3.857; 1.282; 2.501; 1.506 eV, in the order they appear.